Below is a structure of composition C34H50B12Br6N8O4S3Tl at a distorted geometry, with properties calculated with ωB97M-V/def2-TZVPD.

For the LUMO energy (spin up / spin down), the calculation gives -4.5 / -6.1 eV. The value obtained for the HOMO energy (spin up / spin down) is -11.0 / -10.9 eV. The total energy is -521756.640 eV.

```
! RIJCOSX wB97M-V def2-TZVPD def2/J DEFGRID3
* xyz 1 1
Tl 2.68116 0.74155 -0.69779
C 0.87426 -0.48595 -5.58039
C 0.09746 -0.66315 -4.32779
C -1.26344 -0.71415 -4.33959
C -1.95394 -0.83355 -3.11259
N -1.31734 -0.82915 -1.97649
N 0.02076 -0.79415 -1.91919
B 0.56216 -0.79425 -0.52179
N -0.42724 -0.22815 0.57251
N -1.35184 -1.14445 0.77791
C -2.31924 -0.97795 1.65881
C -2.29304 0.13555 2.50191
C -1.25714 1.04625 2.41631
C -1.14314 2.02975 3.51591
C -0.36974 0.91215 1.31771
S 0.89206 2.16275 1.04841
C -3.44034 -1.98125 1.82611
C -3.15164 -3.27315 1.06821
C -4.73384 -1.33995 1.30151
C -3.63214 -2.30585 3.31901
N 1.27366 -2.05415 -0.06259
N 0.41816 -3.09885 -0.13519
C 0.63726 -4.20185 0.50851
C 1.66646 -4.26355 1.48631
C 2.62756 -3.30515 1.46681
C 3.78036 -3.32055 2.40301
C 2.52216 -2.26405 0.47851
S 3.96556 -1.58135 -0.03969
C -0.16744 -5.44475 0.21521
C 0.82856 -6.53185 -0.22329
C -0.86454 -5.93395 1.49311
C -1.15244 -5.19745 -0.93149
C 0.77266 -0.75975 -3.07189
S 2.45616 -0.80535 -3.10349
C -3.45624 -0.99765 -3.06099
C -4.11974 -0.79375 -4.42249
C -3.71594 -2.43515 -2.59099
C -4.03144 0.02805 -2.08139
H 0.20456 -0.36735 -6.42549
H 1.51156 0.39165 -5.50149
H 1.51806 -1.34395 -5.75679
H -1.78904 -0.64565 -5.27509
H -3.04004 0.27165 3.26561
H -2.12074 2.24105 3.94081
H -0.53764 1.58765 4.30981
H -0.67004 2.96105 3.24781
H -3.56084 -3.23845 0.06641
H -2.08214 -3.42515 1.00261
H -3.60344 -4.12115 1.57491
H -4.66484 -1.15565 0.23531
H -5.56004 -2.02205 1.48191
H -4.94804 -0.40105 1.80431
H -2.69104 -2.58115 3.78921
H -4.07824 -1.47785 3.86181
H -4.31534 -3.14645 3.41161
H 1.70236 -5.06975 2.19951
H 3.66486 -4.11905 3.13101
H 4.71396 -3.46775 1.86071
H 3.85276 -2.36585 2.92821
H 1.51506 -6.80035 0.57481
H 0.27566 -7.42185 -0.51049
H 1.40946 -6.19735 -1.07879
H -0.14044 -6.26365 2.23271
H -1.47564 -5.16195 1.94501
H -1.49964 -6.78235 1.25861
H -0.65394 -5.36435 -1.88329
H -1.99864 -5.87425 -0.85869
H -1.50694 -4.17375 -0.92009
H -3.80514 -1.54545 -5.14249
H -5.19624 -0.88285 -4.30609
H -3.90534 0.19765 -4.81169
H -3.43704 -3.14595 -3.36749
H -3.11924 -2.63535 -1.70749
H -4.77014 -2.57475 -2.36439
H -3.97694 1.01755 -2.52439
H -5.07364 -0.19535 -1.87359
H -3.45874 0.03655 -1.16069
C 5.90696 3.19325 -0.94849
C 5.58496 2.49485 0.31221
N 4.50866 1.76245 0.54281
C 4.60916 1.26525 1.81581
C 5.79086 1.71795 2.36251
N 6.36996 2.49625 1.39621
C 6.54576 1.51205 3.63491
O 6.01906 0.70545 4.52011
O 7.60176 2.08195 3.76841
C 3.56946 0.34855 2.39931
O 3.82566 -0.22265 3.46261
O 2.50276 0.19965 1.73451
H 5.41216 2.70485 -1.78409
H 6.98186 3.19465 -1.11259
H 5.56816 4.22685 -0.90209
H 7.25896 2.96255 1.53441
H 5.15256 0.28745 4.20961
Br 2.04976 2.86505 3.28631
B 1.23266 5.32145 0.34541
B 0.14556 6.73745 0.37701
C -0.77144 6.64385 -1.06249
B 0.87616 6.25035 -1.15389
B -0.34004 5.36315 -2.09109
B -1.83844 5.32275 -1.15749
B -1.54524 6.17355 0.36791
B -0.31154 5.32285 1.33711
Br -0.42014 5.51145 3.29331
B -1.56424 4.39945 0.35221
Br -3.06654 3.37085 1.10681
B -0.78094 3.89865 -1.18779
Br -1.23204 2.27465 -2.15999
B 0.89506 4.47825 -1.17949
Br 2.32856 3.47915 -2.16459
B 0.13456 3.85075 0.38241
Br 3.08136 5.32035 1.01121
H 0.38876 7.77655 0.85141
H -1.07684 7.57775 -1.50899
H 1.63346 6.95285 -1.70149
H -0.38134 5.46495 -3.25499
H -2.86874 5.42905 -1.70269
H -2.38104 6.84485 0.83741
*
```

***

Below is a structure of composition C34H50MnN2O4Si3Te, with properties calculated with ωB97M-V/def2-TZVPD.

For the LUMO energy (spin up / spin down), the calculation gives 0.4 / 0.4 eV. The value obtained for the HOMO energy (spin up / spin down) is -6.3 / -6.3 eV. The total energy is -109486.064 eV.

```
! RIJCOSX wB97M-V def2-TZVPD def2/J DEFGRID3
* xyz 0 2
Mn 0.97811 0.02156 -0.40719
O -1.41520 -0.70124 3.45700
C -0.57123 -1.03367 2.41862
O -1.22293 -0.74717 1.13952
C 0.79043 -0.74429 2.52042
C 1.42662 -0.79287 3.80409
C 2.77052 -0.59607 3.91016
C 3.55247 -0.31684 2.76912
C 2.89293 -0.24724 1.57538
N 1.56052 -0.44190 1.44124
C 3.54962 0.19811 0.27180
O 4.49954 0.96872 0.32033
O 2.95176 -0.21501 -0.79032
H -1.94476 -1.47639 3.68455
H 0.81696 -0.99420 4.67281
H 3.23821 -0.63811 4.88694
H 4.60998 -0.10609 2.82053
C -0.86680 0.50502 0.30578
Si -1.71982 -2.17461 0.35264
C -0.11281 -2.94619 -0.22126
N 0.78451 -2.08518 -1.04568
C 0.30891 -2.00328 -2.46572
C 1.12185 -2.83312 -3.45430
C 1.36003 -4.23202 -2.89851
C 2.14390 -4.14753 -1.57337
C 2.13279 -2.72249 -1.02007
C -2.56013 -3.18153 1.68212
C -1.83710 -4.10957 2.43853
C -2.43176 -4.79527 3.48841
C -3.76138 -4.55632 3.80771
C -4.49397 -3.63355 3.07511
C -3.89731 -2.95693 2.02107
C -2.92669 -1.88525 -1.05155
C -2.89097 -0.87578 -2.01806
C -3.75548 -0.88240 -3.09989
C -4.67450 -1.91066 -3.25676
C -4.71693 -2.93587 -2.32575
C -3.85414 -2.91956 -1.23734
H -0.78806 1.26310 1.09168
H -1.80494 0.70592 -0.21350
H -0.31797 -3.90258 -0.71879
H 0.43798 -3.18343 0.69313
H 0.29918 -0.95281 -2.78596
H -0.72597 -2.34101 -2.49876
H 2.07522 -2.34481 -3.66718
H 0.57360 -2.87393 -4.39778
H 1.89174 -4.84585 -3.62611
H 0.39145 -4.71696 -2.74075
H 3.18734 -4.42790 -1.72941
H 1.74723 -4.85754 -0.84584
H 2.80836 -2.09212 -1.58617
H 2.48337 -2.69100 0.01230
H -0.79119 -4.28753 2.22262
H -1.85527 -5.50982 4.06164
H -4.22441 -5.08588 4.63054
H -5.52901 -3.44012 3.32578
H -4.48233 -2.23770 1.45807
H -2.15456 -0.08886 -1.95011
H -3.70337 -0.08692 -3.83356
H -5.34776 -1.91431 -4.10428
H -5.42251 -3.74877 -2.43945
H -3.91293 -3.73337 -0.52416
C 4.24322 3.85369 2.21989
Si 2.45626 4.38242 2.32592
C 1.94927 4.66585 4.10946
C 2.14996 5.95039 1.34150
C 1.38982 2.99102 1.63607
Te 1.64754 2.68052 -0.46915
C -0.18016 3.62735 -1.03866
Si -0.43022 3.63723 -2.90124
C -1.98924 4.59755 -3.29713
C -0.61455 1.86341 -3.49411
C 1.04708 4.43580 -3.72782
H 4.91874 4.68998 2.41656
H 4.48829 3.43871 1.24060
H 4.45244 3.07004 2.95207
H 2.57172 5.43159 4.57843
H 2.05020 3.74934 4.69502
H 0.90933 4.99382 4.17724
H 2.77087 6.76496 1.72199
H 1.10683 6.26891 1.41498
H 2.39389 5.81766 0.28504
H 0.31998 3.14848 1.78614
H 1.65077 2.04006 2.10443
H -0.14858 4.64917 -0.65373
H -0.99112 3.09458 -0.53671
H -2.87352 4.12047 -2.86940
H -2.13474 4.66559 -4.37810
H -1.93584 5.61569 -2.90583
H -1.64196 1.51470 -3.36080
H 0.04637 1.19148 -2.93955
H -0.36037 1.76378 -4.55153
H 1.29516 5.38870 -3.25425
H 0.83559 4.63194 -4.78167
H 1.93607 3.80408 -3.67775
*
```